[1]
ORCA calculation (ωB97M-V/def2-TZVPD) on C4H8FO2Pd as an isolated structure at a distorted geometry.

The geometry in XYZ format:
```
16
Properties=species:S:1:pos:R:3:forces:R:3:mulliken_spin:R:1
O -0.6027 -2.0612 1.2197 -0.23 -0.22 2.33 0.2580
C -0.2611 -0.9498 1.9827 -1.12 -0.34 2.85 0.0128
C -0.5715 0.2981 1.1531 -0.98 1.32 1.75 -0.0133
O 0.1949 0.1344 -0.0507 -0.02 9.57 2.84 0.1062
C 0.1337 1.1934 -1.0122 0.20 1.38 -0.01 0.0184
C 0.3740 0.6861 -2.3881 -0.13 0.11 -0.03 0.8441
Pd 0.1270 -1.5619 -0.4290 -14.05 -6.17 1.75 1.3925
H 0.7138 -0.7030 2.4543 0.98 -1.09 -1.30 0.0020
H -0.2466 1.2219 1.6551 -0.08 -0.15 -0.08 0.0099
H -1.6396 0.3863 0.8975 0.26 -0.11 -0.09 -0.0012
H 0.9265 1.8962 -0.7005 -0.29 -0.04 -0.25 0.0298
H -0.8366 1.7032 -0.9111 0.17 -0.22 -0.12 0.0133
H 1.3967 0.5091 -2.7229 -0.45 -0.05 0.04 0.0271
H -0.4772 0.5234 -3.0526 0.47 -0.01 0.18 0.0078
H -0.7032 -1.2362 3.0122 -0.71 1.71 -1.31 0.0056
F 1.4720 -2.0400 -1.1074 15.97 -5.69 -8.55 0.2869
```
Forces are in eV/Å.

Computed properties:
Spin multiplicity ... 4
E_LUMO (alpha / beta) ... 0.7181 / -1.0598 eV
HOMO energy (alpha / beta) ... -7.3805 / -8.7337 eV
<S²> ... 3.760
Frontier orbital gap (alpha / beta) ... 8.1 / 7.7 eV
Maximum force ... 18.989 eV/Å

[2]
ORCA calculation (ωB97M-V/def2-TZVPD) on C27H31N3O as an isolated structure at a distorted geometry.

The geometry in XYZ format:
```
62
Properties=species:S:1:pos:R:3:forces:R:3:mulliken_charge:R:1
O 0.8577 0.9529 2.6966 -0.11 -3.24 -5.38 -0.7396
C 0.9463 0.2615 1.5622 2.06 -0.16 4.22 0.0247
N 1.2569 0.6994 0.3699 0.43 7.24 1.54 -0.0465
H 1.3943 0.2357 -0.4341 0.35 -2.95 -2.82 0.3082
C 1.5572 2.3779 0.0091 -3.87 -3.70 11.69 0.3426
C 0.3404 2.8830 -0.5597 -2.90 -1.21 0.40 -0.3524
C 0.1622 4.4776 -0.4612 1.06 -4.45 -5.98 -0.9877
C 1.4910 5.0173 -1.1468 -3.28 3.01 3.12 -0.7875
H 1.2050 6.0650 -1.2766 0.20 0.05 -1.04 0.3412
C 2.5069 5.0789 -0.0673 2.49 -1.26 2.06 -0.3262
H 2.1586 4.8927 1.0780 0.28 1.06 -3.01 0.3293
H 3.2781 5.8733 -0.1310 -1.38 0.80 0.39 0.2489
C 3.5211 3.9989 -0.3121 -4.74 -5.74 10.91 -1.2561
C 2.8258 2.4490 -0.4528 6.21 3.87 -2.58 -1.4810
H 3.6236 1.7141 -0.3563 -0.59 -0.17 0.83 0.5039
H 2.6872 2.5532 -1.4596 -0.05 -0.55 -3.61 0.4905
H 4.1829 4.2401 -0.9351 5.35 1.25 -5.37 0.7482
H 4.0195 3.8408 0.8710 -0.57 0.60 -3.53 0.2551
H 1.7155 4.5279 -2.0748 0.20 -0.26 -0.23 0.4909
H -0.1068 4.6179 0.5413 -0.22 1.21 1.10 0.5597
H -0.5811 4.5398 -1.3040 -0.22 0.88 1.60 0.3491
H -0.5470 2.3276 0.0451 1.89 1.49 -1.45 -0.0856
H 0.4010 2.3224 -1.5362 -0.98 1.46 -0.19 0.2879
H 1.5021 2.7177 1.3977 0.35 -0.82 -3.92 0.3240
C 1.1006 -1.4257 1.4266 -9.01 11.72 -3.13 0.5339
C -0.1072 -1.8604 0.8315 5.96 6.55 4.11 0.8978
C -0.0716 -3.0593 0.6985 0.93 -19.13 1.16 0.7858
N 0.8367 -4.1692 1.3468 1.01 8.80 1.16 -0.7576
C 1.8209 -3.3473 2.1932 -4.91 -3.38 -5.19 0.5179
C 2.6793 -4.2218 2.7440 3.41 -2.87 3.52 -0.5726
C 3.7809 -3.8513 3.4545 -2.37 5.67 -2.62 -0.6022
C 3.9558 -2.3430 3.5106 -2.44 -3.04 0.56 -0.8175
C 2.9451 -1.5402 3.0248 4.52 5.48 1.62 -0.6085
C 1.9405 -1.9010 2.1781 4.71 -9.41 4.17 0.5953
H 3.0759 -0.3600 3.1259 -0.26 -2.58 0.20 0.2033
H 4.6382 -2.1278 4.2963 0.74 1.35 0.00 0.3685
H 4.5313 -4.4344 3.7968 1.91 -2.06 1.25 0.5305
H 2.5134 -5.2831 2.8148 -0.68 -0.25 -0.87 0.3541
C -1.1288 -3.8439 -0.0272 0.02 2.91 2.59 -1.1580
C -1.2187 -3.1133 -1.2142 -5.42 3.66 -8.03 -0.4473
N -1.2499 -1.5113 -1.1755 4.65 -6.46 5.70 0.2217
C -1.1285 -1.0982 0.4053 -0.93 6.40 -8.82 -0.8087
H -0.9333 0.0271 0.1697 -0.29 -1.89 1.40 -0.5959
H -2.0913 -1.1876 0.6136 -3.97 -0.82 2.43 0.8221
C -1.7318 -0.8629 -2.1951 -6.23 6.60 2.04 -0.9613
C -3.4963 -0.8550 -2.1033 4.97 2.52 1.88 0.7510
C -4.0853 0.0125 -1.0843 -1.36 -0.92 0.16 -0.3615
C -5.4894 -0.0754 -0.8888 2.55 -1.63 0.21 -0.5276
C -6.0650 -1.2141 -1.6054 -8.27 8.81 8.23 -0.3537
C -5.3970 -1.8943 -2.3862 -3.32 -9.01 -9.06 -0.1047
C -4.1293 -1.8304 -2.7719 2.02 0.81 -0.43 -0.7281
H -3.6648 -2.4272 -3.5473 -0.13 0.01 0.15 0.4514
H -6.1925 -2.7056 -3.2243 2.41 2.04 2.79 0.0379
H -7.2742 -1.0950 -1.3293 3.11 -1.56 -1.48 0.1450
H -5.9746 0.4990 -0.0433 0.31 -0.77 -1.43 0.3258
H -3.5287 0.5926 -0.2964 -0.05 -0.31 -1.56 0.2915
H -1.4714 0.2669 -2.1771 -0.21 -1.50 0.16 0.0113
H -1.5576 -1.1461 -3.1177 1.33 -2.15 -4.47 0.7530
H -0.5545 -3.4967 -2.0559 -0.74 0.88 0.92 0.2342
H -2.5446 -3.2280 -1.6241 3.98 -0.37 0.52 0.1352
H -2.0964 -3.7072 0.3768 -0.90 -0.01 1.52 0.4474
H -1.0342 -4.8462 -0.2037 1.00 -2.48 -0.11 0.4490
```
Forces are in eV/Å.

Computed properties:
E_LUMO ... -0.6727 eV
HOMO energy ... -7.5387 eV
Frontier orbital gap ... 6.9 eV
Relative energy (zero: lowest compared OMol25 entry of this formula, charge and spin) ... 495.3 kcal per mole
Maximum force ... 19.188 eV/Å